(1)
The following is a DFT calculation (ωB97M-V/def2-TZVPD) of C5H10O in the gas phase.

Cartesian coordinates (Å):
1 O 0.0974 1.9017 0.5549
2 C 0.7484 0.9455 -0.2356
3 C -0.2536 0.1519 -1.2893
4 C -1.1466 -0.4066 -0.2165
5 C -0.1733 -1.0687 0.7760
6 C 1.1609 -0.2866 0.6033
7 H -0.8549 1.5531 0.6537
8 H 1.5455 1.4102 -0.8252
9 H -0.8157 0.6385 -2.1067
10 H 0.4889 -0.5228 -1.7297
11 H -2.0938 -0.8847 -0.4291
12 H -1.6141 0.5653 0.3132
13 H -0.5878 -0.9361 1.7724
14 H -0.0303 -2.1470 0.6244
15 H 1.6161 -0.0491 1.5719
16 H 1.8968 -0.8706 0.0367

The calculation puts the energy above the lowest of the compared OMol25 structures with the same formula, charge and spin at 1.330 eV. The SMILES is OC1CCCC1. For the HOMO energy, the calculation gives -9.81 eV. As for the spin multiplicity: 1. The value obtained for the LUMO energy is 1.006 eV.

=====

(2)
The following is a DFT calculation (ωB97M-V/def2-TZVPD) of C6H7ClO4 in the gas phase.

Cartesian coordinates (Å):
1 C 3.2308 1.8161 -0.2720
2 C 2.7356 0.3855 0.0508
3 O 3.2974 -0.5430 0.4668
4 O 1.4009 0.4384 -0.1982
5 C 0.8146 -0.7994 -0.2661
6 O 1.2733 -1.7916 -0.7584
7 O -0.4749 -0.5528 0.0606
8 C -1.4732 -1.5041 -0.1443
9 C -2.7383 -1.2498 0.0516
10 C -3.1997 0.0365 0.6598
11 Cl -4.5153 0.9293 -0.3759
12 H 3.2692 2.0543 -1.3686
13 H 2.4814 2.5569 0.1236
14 H 4.1924 2.0416 0.2524
15 H -1.0017 -2.4159 -0.3914
16 H -3.4190 -2.0132 -0.1265
17 H -2.3099 0.7550 0.5568
18 H -3.5637 -0.1436 1.6790

The calculation puts the energy above the lowest of the compared OMol25 structures with the same formula, charge and spin at 0.767 eV. The SMILES is CC(=O)OC(=O)O/C=C\CCl. For the HOMO energy, the calculation gives -10.14 eV. As for the spin multiplicity: 1. The value obtained for the LUMO energy is 0.522 eV.

=====

(3)
The following is a DFT calculation (ωB97M-V/def2-TZVPD) of 2 unconnected molecules or ions with the total composition C2H4NOP.

Cartesian coordinates (Å):
1 C -1.2840 0.8864 1.0153
2 C 0.0999 -0.3218 -1.4802
3 N -1.8994 1.8472 0.8408
4 O 0.8968 -0.0615 1.8612
5 P -0.4064 -0.6763 1.0679
6 H 0.4462 -1.4642 -1.5652
7 H 0.8603 0.2868 -1.1022
8 H -0.4602 0.1457 -2.3140
9 H 1.7468 -0.6423 1.6763

The calculation puts the energy above the lowest of the compared OMol25 structures with the same formula, charge and spin at 2.468 eV. For the HOMO energy (alpha / beta), the calculation gives -8.70 / -8.70 eV. As for the spin multiplicity: 1. The value obtained for the LUMO energy (alpha / beta) is -0.767 / -0.766 eV.

=====

(4)
The following is a DFT calculation (ωB97M-V/def2-TZVPD) of a gas-phase ion, C3H9N2O2 (charge +1).

Cartesian coordinates (Å):
1 C -0.5601 1.0495 0.9641
2 C 0.3403 -0.2363 0.6720
3 O -0.3582 -1.3104 1.2807
4 O 1.6598 -0.1722 0.9336
5 C 0.1883 -0.3418 -0.9261
6 N 0.9817 0.3609 -1.6473
7 N -0.8295 -1.0474 -1.2571
8 H -1.5148 0.9501 1.3926
9 H -0.0455 1.7038 1.6056
10 H -0.7121 1.5872 -0.0257
11 H 0.1225 -2.1437 1.5416
12 H 1.9281 -0.0397 1.9059
13 H 1.7589 0.8632 -1.1662
14 H 0.9158 0.1714 -2.6810
15 H -1.4124 -1.3633 -0.4162
16 H -1.2375 -0.9522 -2.1898

The calculation puts the energy above the lowest of the compared OMol25 structures with the same formula, charge and spin at 1.303 eV. The SMILES is CC(O)(O)C(N)=[NH2+]. For the HOMO energy, the calculation gives -15.24 eV. Its charge is +1. As for the spin multiplicity: 1. The value obtained for the LUMO energy is -3.243 eV.

=====

(5)
The following is a DFT calculation (ωB97M-V/def2-TZVPD) of a molecular structure, C9H21N2O.

Cartesian coordinates (Å):
1 C 1.6537 2.3439 -1.3722
2 C 3.4348 0.7681 -0.7920
3 C 0.5828 -2.2861 0.3243
4 C -3.8820 -2.3208 -0.0540
5 C -1.8636 -0.0618 1.7906
6 C 1.1578 0.1606 -0.1909
7 C 2.1231 1.2890 -0.3036
8 C 1.4032 -1.0019 0.3758
9 C -2.9915 -1.1937 -0.2696
10 N -2.2768 -0.8510 -1.2511
11 N -2.8841 0.3702 0.8624
12 O -2.2718 1.2357 0.0658
13 H 1.7779 3.3883 -0.9996
14 H 1.8964 2.0743 -2.4010
15 H 0.5762 2.3054 -1.2905
16 H 4.0221 1.4977 -1.1893
17 H 3.2862 -0.0013 -1.4680
18 H 3.9776 0.4214 0.0438
19 H 1.2566 -3.1549 0.5501
20 H 0.1270 -2.4234 -0.7332
21 H -0.2750 -2.3520 1.0888
22 H -3.9358 -2.8602 -1.0186
23 H -3.2944 -3.0425 0.5823
24 H -4.7958 -2.0443 0.4115
25 H -1.6698 0.7763 2.5350
26 H -0.8930 -0.0176 1.3487
27 H -2.1614 -0.9762 2.2389
28 H 0.3481 0.2470 -0.8562
29 H -2.8748 1.9415 -0.1524
30 H 2.2524 1.8398 0.6641
31 H 2.2183 -1.1043 0.9935
32 H -2.3960 -1.2946 -2.1109
33 H -1.5838 -0.0830 -1.3102

The calculation puts the energy above the lowest of the compared OMol25 structures with the same formula, charge and spin at 5.405 eV. For the HOMO energy, the calculation gives -12.33 eV. Its charge is +1. As for the spin multiplicity: 1. The value obtained for the LUMO energy is -4.221 eV.

=====

(6)
The following is a DFT calculation (ωB97M-V/def2-TZVPD) of C18H13NO3 in the gas phase.

Cartesian coordinates (Å):
1 O -3.4427 -0.6118 -0.0628
2 C -2.4487 -0.6247 -0.7547
3 C -2.3642 -1.6467 -1.9190
4 C -1.6969 -1.2713 -3.0460
5 C -1.0287 0.1462 -3.0907
6 O -0.8392 0.6979 -4.1476
7 C -0.6002 0.7520 -1.7096
8 C 0.5362 1.7752 -1.5508
9 C 1.9620 1.4081 -1.3130
10 C 2.8883 2.5206 -1.1415
11 N 2.6693 3.8586 -1.1543
12 C 1.3834 4.2328 -1.4017
13 C 0.3378 3.2341 -1.5879
14 C -1.2629 0.3730 -0.5697
15 C -0.8739 0.9036 0.8703
16 O -1.4221 0.0343 1.8643
17 C -0.5607 -1.0034 2.1984
18 C -0.3431 -1.2731 3.6411
19 C 0.5199 -2.3822 4.0599
20 C 1.2162 -3.2618 3.0995
21 C 1.0029 -2.9982 1.6817
22 C 0.1240 -1.8851 1.2614
23 H -2.8318 -2.6622 -1.8396
24 H -1.6178 -1.9652 -3.9218
25 H 2.2783 0.3375 -1.2635
26 H 3.9555 2.2172 -0.9556
27 H 1.0964 5.3145 -1.4624
28 H -0.7074 3.6067 -1.7542
29 H -1.3301 1.9321 0.9757
30 H 0.2366 1.0574 0.9727
31 H -0.8370 -0.6730 4.4452
32 H 0.6738 -2.6261 5.1410
33 H 1.8603 -4.1200 3.3885
34 H 1.4780 -3.6312 0.8896
35 H -0.0116 -1.7658 0.1572

The calculation puts the energy above the lowest of the compared OMol25 structures with the same formula, charge and spin at 4.405 eV. The SMILES is O=C1C=CC(=O)C(c2ccncc2)=C1COc1ccccc1. For the HOMO energy, the calculation gives -8.98 eV. As for the spin multiplicity: 1. The value obtained for the LUMO energy is -1.141 eV.

=====

(7)
The following is a DFT calculation (ωB97M-V/def2-TZVPD) of C4H5NO2S in the gas phase.

Cartesian coordinates (Å):
1 O 0.9236 3.1167 0.3770
2 C 0.0892 2.2858 -0.0573
3 N 0.4939 0.8671 -0.1102
4 C -0.5695 -0.1167 0.0026
5 C -1.2834 -0.2104 -1.3379
6 O -2.3897 -0.6954 -1.4624
7 C -0.0146 -1.4335 0.4608
8 S 1.3558 -1.9159 1.0074
9 H -0.9965 2.3859 -0.4290
10 H 1.5099 0.8647 0.2428
11 H -1.3523 0.2324 0.7788
12 H -0.9927 0.6913 -2.0994
13 H -0.9193 -2.1117 0.4341

The calculation puts the energy above the lowest of the compared OMol25 structures with the same formula, charge and spin at 3.384 eV. The SMILES is O=CN[C@@H](C=O)C=S. For the HOMO energy, the calculation gives -9.49 eV. As for the spin multiplicity: 1. The value obtained for the LUMO energy is -0.810 eV.

=====

(8)
The following is a DFT calculation (ωB97M-V/def2-TZVPD) of a molecular structure, C46H35F2N4P2ReS2.

Cartesian coordinates (Å):
1 Re -1.1481 -1.2754 0.4334
2 S -1.6990 -0.9620 -1.9539
3 P -0.2394 0.4478 -1.8246
4 C 0.0436 0.3624 -0.0584
5 P 0.8132 1.6322 0.9986
6 S 0.0347 1.7946 2.7833
7 C 2.5605 1.1391 1.0143
8 C 2.9689 -0.1072 0.5520
9 C 4.3133 -0.4704 0.5926
10 C 5.2512 0.4109 1.1052
11 C 4.8473 1.6558 1.5822
12 C 3.5102 2.0203 1.5370
13 C 0.8433 3.2535 0.1753
14 C 0.0151 4.2758 0.6298
15 C 0.0331 5.5172 0.0015
16 C 0.8866 5.7434 -1.0723
17 C 1.7357 4.7345 -1.5126
18 C 1.7169 3.4972 -0.8863
19 C -0.9024 1.8236 -2.8030
20 C -1.4530 2.9983 -2.3065
21 C -2.0728 3.8984 -3.1662
22 C -2.1486 3.6294 -4.5240
23 C -1.6104 2.4516 -5.0281
24 C -0.9931 1.5521 -4.1747
25 C 1.3068 0.0363 -2.6671
26 C 1.8114 -1.2597 -2.5804
27 C 3.0460 -1.5695 -3.1269
28 C 3.7977 -0.5784 -3.7497
29 C 3.3028 0.7130 -3.8460
30 C 2.0568 1.0198 -3.3122
31 H 2.2359 -0.7946 0.1573
32 H 4.6248 -1.4385 0.2159
33 H 6.2988 0.1342 1.1333
34 H 5.5792 2.3415 1.9907
35 H 3.1999 2.9869 1.9170
36 H -0.6241 4.0926 1.4853
37 H -0.6086 6.3132 0.3609
38 H 0.9065 6.7138 -1.5542
39 H 2.4186 4.9183 -2.3347
40 H 2.4051 2.7250 -1.2091
41 H -1.3926 3.2390 -1.2561
42 H -2.4878 4.8172 -2.7671
43 H -2.6280 4.3344 -5.1919
44 H -1.6754 2.2304 -6.0862
45 H -0.5920 0.6313 -4.5795
46 H 1.2203 -2.0298 -2.1068
47 H 3.4231 -2.5843 -3.0702
48 H 4.7655 -0.8167 -4.1729
49 H 3.8784 1.4829 -4.3473
50 H 1.6659 2.0240 -3.4131
51 N 1.5370 -2.5373 1.8240
52 C 1.2224 -3.2452 0.6888
53 C 2.1095 -4.2501 0.2698
54 C 1.8075 -4.9985 -0.8333
55 C 0.6138 -4.7550 -1.5200
56 C -0.1824 -3.7393 -1.0852
57 N 0.1283 -2.9481 -0.0144
58 C 0.6938 -2.0048 2.8168
59 C 1.1508 -2.0734 4.1302
60 C 0.3730 -1.5519 5.1354
61 C -0.8461 -0.9722 4.8074
62 C -1.2070 -0.9295 3.4883
63 N -0.4574 -1.4400 2.4860
64 H 2.4371 -2.7916 2.1974
65 H 3.0063 -4.4392 0.8472
66 H 2.4799 -5.7870 -1.1523
67 H 0.3163 -5.3370 -2.3801
68 H -1.0938 -3.4880 -1.5980
69 H 2.1021 -2.5473 4.3431
70 H 0.7079 -1.6047 6.1650
71 H -1.4933 -0.5330 5.5536
72 H -2.1145 -0.4412 3.1901
73 F -3.2791 -6.1028 1.9459
74 C -3.4268 -4.7694 1.8978
75 C -2.4997 -4.0241 1.1968
76 C -2.6367 -2.6321 1.1174
77 C -3.7499 -2.0443 1.7498
78 C -4.6314 -2.8486 2.4652
79 F -5.6688 -2.2936 3.1232
80 C -4.5033 -4.2137 2.5573
81 C -3.8892 -0.6040 1.5669
82 C -5.0006 0.1646 1.9139
83 C -5.0308 1.5092 1.6110
84 C -3.9489 2.0791 0.9577
85 C -2.8767 1.2817 0.6490
86 N -2.8154 -0.0343 0.9512
87 H -1.6878 -4.5620 0.7252
88 H -5.2090 -4.8116 3.1176
89 H -5.8386 -0.3054 2.4003
90 H -5.8957 2.1062 1.8769
91 H -3.9270 3.1269 0.6863
92 H -2.0180 1.6872 0.1476

The calculation puts the energy above the lowest of the compared OMol25 structures with the same formula, charge and spin at 0.914 eV. Its expectation value of S² is 0.877. For the HOMO energy (alpha / beta), the calculation gives -10.17 / -9.77 eV. Its charge is +1. As for the spin multiplicity: 2. The value obtained for the LUMO energy (alpha / beta) is -3.537 / -3.226 eV.

=====

(9)
The following is a DFT calculation (ωB97M-V/def2-TZVPD) of C4H6O2 in the gas phase.

Cartesian coordinates (Å):
1 C 0.1681 1.4508 -0.0575
2 C 0.8589 0.0906 0.0105
3 O 0.4756 -0.5996 1.2106
4 C -0.5846 -1.3043 0.5536
5 C -0.1795 -0.6881 -0.7807
6 O -0.5830 -0.6881 -1.9063
7 H 0.5636 2.0328 -0.8925
8 H -0.8757 1.2068 -0.2917
9 H 0.1516 1.9973 0.8853
10 H 1.9342 0.0026 -0.1935
11 H -1.5635 -1.1336 1.0196
12 H -0.3657 -2.3673 0.4426

The calculation puts the energy above the lowest of the compared OMol25 structures with the same formula, charge and spin at 2.063 eV. The SMILES is C[C@H]1OCC1=O. For the HOMO energy, the calculation gives -9.67 eV. As for the spin multiplicity: 1. The value obtained for the LUMO energy is 0.979 eV.

=====

(10)
The following is a DFT calculation (ωB97M-V/def2-TZVPD) of a molecular structure, C13H26AgBNO5.

Cartesian coordinates (Å):
1 C -0.6275 0.0023 -6.6492
2 C -1.0261 1.4601 -5.9865
3 O -0.9917 1.4665 -4.4994
4 C -2.3185 1.0311 -3.9673
5 C -2.0488 -0.0137 -2.7041
6 C -2.6653 0.5441 -1.2673
7 C -1.5090 1.1239 -0.2496
8 C -0.7210 -0.0850 0.5874
9 C -0.3578 0.3854 2.1153
10 C 0.8507 -0.3511 2.9451
11 B 0.9623 -1.9913 2.9656
12 O -0.3334 -2.7448 3.1058
13 N 2.2254 -2.8193 2.8268
14 C 2.7817 -3.2719 4.1629
15 C 3.2726 -2.1620 1.9556
16 O 0.7565 0.3692 4.2588
17 C 0.8265 1.8195 3.8800
18 O 1.3373 2.8108 4.6283
19 C 0.1746 1.9493 2.3476
20 O 1.1809 2.4321 1.3463
21 H -1.5841 -0.5559 -7.0825
22 H 0.1624 0.2303 -7.5119
23 H -0.0950 -0.7085 -5.8525
24 H -0.2110 2.2325 -6.3476
25 H -2.0619 1.7934 -6.4302
26 H -2.9314 0.5104 -4.8222
27 H -2.9516 1.9630 -3.5753
28 H -0.8999 -0.3187 -2.6034
29 H -2.6335 -1.0236 -2.9456
30 H -3.2230 -0.3269 -0.6994
31 H -3.4371 1.3841 -1.5289
32 H -0.7694 1.8387 -0.8240
33 H -2.0555 1.7643 0.5856
34 H 0.1934 -0.4122 -0.0658
35 H -1.4962 -0.9697 0.6654
36 H -1.4066 0.4059 2.6342
37 H 1.8064 0.1494 2.4920
38 H -0.4136 -2.9816 4.0766
39 H 3.8775 -3.6664 4.0051
40 H 2.1281 -4.1720 4.5627
41 H 2.8192 -2.4337 4.9797
42 H 2.8720 -2.1791 0.8398
43 H 4.2337 -2.8494 1.9650
44 H 3.5911 -1.0882 2.2979
45 H -0.6289 2.8041 2.3560
46 H 2.0957 2.1395 1.6466
47 Ag 1.2499 4.5147 5.3810

For the HOMO energy, the calculation gives -11.19 eV. Its charge is +1. As for the spin multiplicity: 1. The value obtained for the LUMO energy is -5.237 eV.

=====

(11)
The following is a DFT calculation (ωB97M-V/def2-TZVPD) of 2 unconnected molecules or ions with the total composition C5H10O2.

Cartesian coordinates (Å):
1 C -2.1120 -0.6110 -0.0089
2 C -0.7500 -0.0889 -0.4548
3 O -0.8323 1.3078 -0.4005
4 C 0.4275 -0.7025 0.3027
5 C 1.7318 -0.3682 0.2197
6 C 2.2915 0.7406 -0.5472
7 O 1.6845 1.5951 -1.1786
8 H -2.1577 -1.7044 -0.0162
9 H -2.3657 -0.2433 0.9924
10 H -2.8709 -0.2266 -0.6969
11 H -0.5626 -0.4433 -1.4840
12 H -0.0022 1.6518 -0.7838
13 H 0.1862 -1.5542 0.9436
14 H 2.4512 -0.9256 0.8174
15 H 3.3934 0.7808 -0.5506
16 H -0.3497 0.3666 2.0114
17 H 0.3553 0.5111 1.8358

The calculation puts the energy above the lowest of the compared OMol25 structures with the same formula, charge and spin at 3.420 eV. The SMILES is C[C@@H](O)/C=C\C=O.[H][H]. For the HOMO energy, the calculation gives -9.81 eV. As for the spin multiplicity: 1. The value obtained for the LUMO energy is -0.202 eV.

=====

(12)
The following is a DFT calculation (ωB97M-V/def2-TZVPD) of C5H7NO in the gas phase.

Cartesian coordinates (Å):
1 C -1.2534 -0.3052 0.0674
2 C -0.2197 -0.9954 -0.5267
3 C 0.7465 0.6081 -0.3547
4 C -0.7397 1.0613 0.1843
5 C 1.7802 0.7900 0.5367
6 O -2.2567 -0.7912 0.8286
7 N 0.0885 -2.1816 -0.8283
8 H -2.2390 -1.7585 0.7738
9 H 0.6264 -2.2839 -1.6874
10 H 0.9474 0.8818 -1.3879
11 H -1.0481 1.7435 -0.6101
12 H -0.8284 1.4921 1.1861
13 H 1.6442 0.5944 1.5916
14 H 2.7519 1.1445 0.2268

The calculation puts the energy above the lowest of the compared OMol25 structures with the same formula, charge and spin at 5.458 eV. For the HOMO energy, the calculation gives -7.02 eV. As for the spin multiplicity: 1. The value obtained for the LUMO energy is -0.933 eV.

=====

Number 1: strongest force on any atom 2.54 eV/A. Number 2: strongest force on any atom 4.08 eV/A. Number 3: strongest force on any atom 3.99 eV/A. Number 4: strongest force on any atom 4.17 eV/A. Number 5: strongest force on any atom 5.20 eV/A. Number 6: strongest force on any atom 3.37 eV/A. Number 7: strongest force on any atom 4.41 eV/A. Number 8: strongest force on any atom 1.75 eV/A. Number 9: strongest force on any atom 0.66 eV/A. Number 10: strongest force on any atom 11.47 eV/A. Number 11: strongest force on any atom 0.91 eV/A. Number 12: strongest force on any atom 2.42 eV/A.